2 unconnected molecules or ions with the total composition CH3NS. Source: OMol25; level of theory: the ωB97M-V functional and the def2-TZVPD basis.

Positions of all 6 atoms, in Å:
C (-1.568794, -0.300492, -0.037457)
N (0.407204, 1.035509, 0.008895)
S (-3.059661, 0.130553, 0.019113)
H (-1.295063, -1.297939, -0.343091)
H (0.994719, 0.250101, 0.181124)
H (-0.104580, 1.378443, 0.812695)

Atoms 1-2, force components in eV/Å:
0.6 0.3 -0.5
-2.4 0.1 -1.4

- charge = 0
- LUMO (spin up / spin down) (hartree) = -0.02460 / -0.02489

Partial charges, natural (NBO), in e:
1 C -0.29
2 N -0.74
3 S 0.21
4 H 0.18
5 H 0.32
6 H 0.33

---

CH3NS2 in the gas phase. Source: OMol25; level of theory: the ωB97M-V functional and the def2-TZVPD basis.

Positions of all 7 atoms, in Å:
C (-0.088778, -0.623833, 0.445766)
N (-0.168133, 0.150127, -0.782985)
S (1.153567, 1.242249, -1.177972)
S (-0.721689, 1.784349, -0.653420)
H (0.783187, -0.335129, 1.104336)
H (-1.119282, -0.652275, 0.882129)
H (0.161128, -1.565488, 0.182146)

Atoms 1-2, force components in eV/Å:
-0.1 2.7 1.6
-0.1 0.0 -0.9

- charge = 0
- LUMO (hartree) = -0.00519

Atomic partial charges in e from the natural (NBO) method, atoms 1 to 6:
1 C -0.43
2 N -0.63
3 S 0.22
4 S 0.23
5 H 0.20
6 H 0.21

---

CH3NS2 in the gas phase. Source: OMol25; level of theory: the ωB97M-V functional and the def2-TZVPD basis.

Positions of all 7 atoms, in Å:
C (0.196945, -0.986563, -0.305098)
H (-0.863672, 1.763153, 1.606973)
H (1.102160, 0.887684, -0.219818)
H (-0.844738, -1.549714, -0.396833)
N (0.089914, 0.408667, -0.222437)
S (-1.193603, 1.340437, 0.252408)
S (1.512994, -1.863664, -0.715194)

Atoms 1-2, force components in eV/Å:
-2.5 -0.3 -1.3
-0.2 -1.0 -1.8

- charge = 0
- LUMO (hartree) = 0.00269

Atomic partial charges in e from the natural (NBO) method, atoms 1 to 6:
1 C -0.11
2 H 0.11
3 H 0.41
4 H 0.21
5 N -0.79
6 S 0.22

---

2 unconnected molecules or ions with the total composition CH3NS2. Source: OMol25; level of theory: the ωB97M-V functional and the def2-TZVPD basis.

Positions of all 7 atoms, in Å:
C (-0.424840, -0.103337, -0.766298)
N (-0.868116, 0.006849, 0.440191)
S (-0.575171, -0.031658, -2.268877)
S (1.947313, -0.657802, 0.108735)
H (-1.800574, 0.202224, 0.578744)
H (-0.383748, -0.113882, 1.301697)
H (2.105136, 0.697606, 0.605809)

Atoms 1-2, force components in eV/Å:
3.4 -0.6 2.6
0.2 -0.1 0.2

- charge = 0
- LUMO (hartree) = -0.02429

Atomic partial charges in e from the natural (NBO) method, atoms 1 to 6:
1 C 0.13
2 N -0.77
3 S 0.23
4 S -0.55
5 H 0.39
6 H 0.45

---

A gas-phase ion, CH3O2S2 (charge -1). Source: OMol25; level of theory: the ωB97M-V functional and the def2-TZVPD basis.

Positions of all 8 atoms, in Å:
C (-0.268455, -0.061334, -0.018584)
O (-2.172081, 0.733301, -1.649274)
O (-2.272082, 1.717910, 0.914383)
S (-2.838828, -1.292209, 0.396646)
S (-1.984403, 0.369159, -0.250257)
H (-0.215738, -1.145959, -0.072800)
H (0.491590, 0.436768, -0.710615)
H (-0.004248, 0.337046, 0.922293)

Atoms 1-2, force components in eV/Å:
1.5 0.7 -1.4
-0.1 -0.1 0.2

- charge = -1
- LUMO (hartree) = 0.13795

Atomic partial charges in e from the natural (NBO) method, atoms 1 to 6:
1 C -0.86
2 O -0.97
3 O -0.97
4 S -0.65
5 S 1.75
6 H 0.24

---

A gas-phase ion, CH3O2S2 (charge -1). Source: OMol25; level of theory: the ωB97M-V functional and the def2-TZVPD basis.

Positions of all 8 atoms, in Å:
C (0.966461, 0.154030, -0.077441)
O (-1.087227, -0.333384, 1.564629)
O (-1.144965, -1.540262, -0.608116)
S (-1.855835, 1.186161, -0.786674)
S (-0.940972, -0.299149, 0.112232)
H (1.131375, 1.178851, 0.359571)
H (1.513798, -0.616904, 0.553385)
H (1.417363, 0.270657, -1.117585)

Atoms 1-2, force components in eV/Å:
0.1 0.2 0.4
-0.1 -0.1 -0.4

- charge = -1
- LUMO (hartree) = 0.14121

Atomic partial charges in e from the natural (NBO) method, atoms 1 to 6:
1 C -0.86
2 O -1.00
3 O -1.00
4 S -0.71
5 S 1.94
6 H 0.21

---

2 unconnected molecules or ions with the total composition CH3O3. Source: OMol25; level of theory: the ωB97M-V functional and the def2-TZVPD basis.

Positions of all 7 atoms, in Å:
O (0.899784, 0.172257, 2.217342)
H (0.313144, -0.101233, 1.476182)
H (0.546704, 1.044807, 2.504142)
O (0.350794, -1.108452, -2.017216)
O (-0.468856, 0.094437, -0.374437)
C (-0.485106, -0.320373, -1.547156)
H (-1.156466, 0.218557, -2.258856)

Atoms 1-2, force components in eV/Å:
-0.7 0.7 0.4
0.4 0.3 -0.2

- charge = -1
- LUMO (hartree) = 0.16093

Atomic partial charges in e from the natural (NBO) method, atoms 1 to 6:
1 O -0.99
2 H 0.52
3 H 0.45
4 O -0.78
5 O -0.83
6 C 0.62

---

2 unconnected molecules or ions with the total composition CH3O3S. Source: OMol25; level of theory: the ωB97M-V functional and the def2-TZVPD basis.

Positions of all 8 atoms, in Å:
C (-0.501902, 0.829604, -0.763113)
O (2.097596, -0.257565, -0.583613)
O (0.597718, -0.464801, 1.339806)
O (-0.900407, 1.537575, 0.271832)
S (0.677363, -0.424116, -0.132314)
H (-1.727668, -0.624801, -0.770486)
H (-0.667938, 1.132575, 1.179138)
H (0.425235, -1.728470, -0.541248)

Atoms 1-2, force components in eV/Å:
-1.2 -2.3 -1.3
-2.2 0.2 0.0

- charge = -1
- LUMO (hartree) = 0.14048

Atomic partial charges in e from the natural (NBO) method, atoms 1 to 6:
1 C -0.17
2 O -1.00
3 O -1.03
4 O -0.74
5 S 1.80
6 H -0.31